# 1
{"formula": "C34H45BaI2N3OSb2Si", "method": "wB97M-V/def2-TZVPD", "elements": ["Ba", "I", "I", "Sb", "Sb", "Si", "O", "N", "N", "N", "C", "C", "C", "C", "C", "C", "C", "C", "C", "C", "C", "C", "C", "C", "C", "C", "C", "C", "C", "C", "C", "C", "C", "C", "C", "C", "C", "C", "C", "C", "C", "C", "C", "C", "H", "H", "H", "H", "H", "H", "H", "H", "H", "H", "H", "H", "H", "H", "H", "H", "H", "H", "H", "H", "H", "H", "H", "H", "H", "H", "H", "H", "H", "H", "H", "H", "H", "H", "H", "H", "H", "H", "H", "H", "H", "H", "H", "H", "H"], "positions_angstrom": [[-0.123, 0.107, -0.851], [2.414, 3.795, -0.629], [-0.061, 5.723, 4.522], [-0.527, -3.465, 0.378], [2.649, -1.797, -1.548], [-1.684, 0.470, -4.048], [1.517, 1.097, 0.702], [-1.153, -0.868, -3.146], [-1.820, 2.282, 0.244], [-1.137, 0.113, 2.003], [0.177, 2.864, 3.567], [-2.286, 2.273, 1.495], [-2.576, -4.826, -3.565], [-3.254, 1.310, -3.425], [4.569, -4.565, 0.064], [-1.801, 3.445, -0.415], [1.190, 4.459, 2.074], [2.216, -5.028, 0.292], [-2.733, 4.620, 1.422], [1.211, 2.064, 1.505], [-0.027, 0.437, 2.935], [-2.336, -4.569, 0.110], [0.488, 1.829, 2.702], [3.279, -4.517, -0.468], [-0.380, -3.826, 2.495], [-3.020, -2.454, -3.402], [3.778, -5.591, 2.075], [-0.306, 1.775, -3.973], [0.526, 4.170, 3.258], [-1.937, 0.103, -5.864], [-2.246, 4.636, 0.124], [-1.645, -2.142, -3.247], [-3.464, -3.756, -3.575], [2.824, -1.104, -3.572], [0.805, -5.076, -0.213], [-2.755, 3.422, 2.114], [-1.227, -4.557, -3.380], [3.088, -3.896, -1.826], [1.523, 3.415, 1.229], [2.496, -5.569, 1.550], [4.583, -1.186, -0.885], [-2.333, 0.935, 2.210], [-0.774, -3.256, -3.209], [4.827, -5.085, 1.322], [-0.514, -5.376, -3.386], [-3.118, -4.109, 0.717], [1.433, 5.478, 1.807], [4.548, -0.108, -0.726], [-3.412, 2.283, -3.900], [-2.196, 5.548, -0.454], [-2.924, -5.840, -3.712], [3.694, -1.537, -4.064], [-3.075, 5.532, 1.895], [-2.190, 1.000, -6.436], [-4.524, -3.940, -3.710], [5.346, -1.428, -1.624], [-2.750, -0.619, -5.991], [-1.388, -0.857, 2.161], [0.257, 1.941, -3.047], [-3.736, -1.638, -3.394], [-1.034, -0.341, -6.295], [0.293, -5.962, 0.165], [-2.192, -5.602, 0.425], [-1.134, -3.228, 3.014], [5.841, -5.110, 1.702], [0.448, 1.510, -4.724], [1.679, -5.989, 2.126], [-3.210, 1.472, -2.341], [-2.526, 1.115, 3.275], [0.289, -3.058, -3.110], [-0.700, 2.754, -4.267], [1.915, -1.360, -4.120], [-0.572, -4.877, 2.707], [2.265, -4.339, -2.390], [4.815, -1.672, 0.061], [0.752, -5.107, -1.300], [2.925, -0.017, -3.560], [-3.189, 0.381, 1.817], [-0.377, 2.651, 4.475], [-2.625, -4.535, -0.943], [-4.139, 0.696, -3.622], [0.607, -3.555, 2.871], [-0.357, 0.336, 3.976], [5.390, -4.187, -0.536], [3.998, -3.962, -2.420], [-3.102, 3.379, 3.139], [-1.408, 3.414, -1.429], [3.958, -6.014, 3.055], [0.766, -0.289, 2.747]], "total_energy_ha": -2953.06784, "e_lumo_ev": 0.0, "relative_energy_kj_mol": 18.6, "gap_ev": 7.00, "charge": 0}

# 2
{"formula": "C44H88O11", "method": "wB97M-V/def2-TZVPD", "elements": ["O", "O", "O", "O", "O", "O", "O", "O", "O", "O", "O", "C", "C", "C", "C", "C", "C", "C", "C", "C", "C", "C", "C", "C", "C", "C", "C", "C", "C", "C", "C", "C", "C", "C", "C", "C", "C", "C", "C", "C", "C", "C", "C", "C", "C", "C", "C", "C", "C", "C", "C", "C", "C", "C", "C", "H", "H", "H", "H", "H", "H", "H", "H", "H", "H", "H", "H", "H", "H", "H", "H", "H", "H", "H", "H", "H", "H", "H", "H", "H", "H", "H", "H", "H", "H", "H", "H", "H", "H", "H", "H", "H", "H", "H", "H", "H", "H", "H", "H", "H", "H", "H", "H", "H", "H", "H", "H", "H", "H", "H", "H", "H", "H", "H", "H", "H", "H", "H", "H", "H", "H", "H", "H", "H", "H", "H", "H", "H", "H", "H", "H", "H", "H", "H", "H", "H", "H", "H", "H", "H", "H", "H", "H"], "positions_angstrom": [[6.959, 13.567, 16.524], [-0.150, 20.234, 6.244], [3.220, 16.375, 11.540], [3.351, 14.969, 3.967], [8.516, 19.935, 12.700], [4.543, 10.564, 12.393], [-1.576, 17.907, 10.294], [1.994, 12.272, 9.426], [6.136, 17.468, 4.231], [2.276, 14.111, 16.346], [8.224, 14.619, 9.029], [8.853, 13.771, 8.108], [4.333, 14.912, 10.075], [-1.423, 16.753, 11.118], [3.421, 15.816, 9.296], [-2.810, 16.469, 11.583], [7.198, 20.025, 12.274], [6.816, 12.312, 15.867], [8.110, 18.107, 11.445], [0.280, 19.088, 6.958], [2.881, 10.778, 14.109], [3.351, 13.615, 3.457], [5.163, 17.964, 6.292], [6.358, 17.027, 6.530], [-3.449, 17.849, 11.635], [3.645, 15.506, 17.452], [9.669, 12.904, 9.026], [9.191, 19.251, 11.630], [-2.880, 18.474, 10.420], [2.256, 10.998, 8.804], [7.355, 14.597, 15.652], [2.707, 15.049, 5.243], [4.525, 9.333, 13.119], [3.385, 11.344, 12.746], [0.084, 11.477, 8.330], [3.195, 14.024, 17.385], [0.542, 12.325, 9.583], [6.723, 16.556, 5.121], [6.725, 14.181, 14.300], [1.385, 19.731, 7.851], [5.519, 18.533, 4.932], [4.054, 9.889, 14.476], [0.715, 21.168, 8.184], [3.018, 12.798, 4.632], [6.949, 12.722, 14.389], [8.889, 12.824, 10.323], [6.768, 18.840, 11.575], [2.636, 15.057, 15.279], [4.301, 15.487, 11.530], [0.097, 21.543, 6.860], [8.396, 14.197, 10.361], [3.825, 15.802, 15.958], [2.117, 13.610, 5.462], [0.962, 10.306, 8.514], [2.457, 16.294, 10.376], [0.829, 21.965, 6.172], [1.600, 15.620, 10.401], [-3.254, 15.865, 10.792], [0.413, 11.897, 10.577], [0.646, 18.267, 6.341], [5.444, 8.751, 13.195], [10.193, 18.873, 11.830], [4.873, 15.591, 15.742], [4.483, 15.659, 18.131], [7.447, 14.371, 10.868], [10.709, 13.229, 9.048], [7.069, 20.957, 11.723], [5.308, 14.780, 9.604], [4.935, 10.311, 14.960], [4.754, 18.983, 4.300], [1.851, 15.748, 14.971], [-2.858, 19.564, 10.434], [5.005, 18.738, 7.043], [1.098, 13.715, 5.089], [7.219, 14.714, 13.487], [-3.466, 18.245, 9.530], [-1.107, 15.816, 10.658], [-0.101, 21.111, 8.905], [8.437, 14.478, 15.719], [3.775, 8.643, 12.732], [-3.219, 18.454, 12.512], [9.699, 11.903, 8.596], [9.417, 20.044, 10.917], [2.872, 10.383, 9.461], [-0.827, 22.109, 6.978], [4.004, 13.392, 17.017], [6.405, 19.025, 10.564], [2.037, 10.129, 13.877], [1.501, 19.128, 8.751], [4.016, 14.683, 12.208], [8.148, 13.084, 7.639], [8.240, 17.370, 12.238], [5.837, 11.903, 16.115], [5.250, 15.930, 11.831], [0.281, 13.382, 9.631], [0.558, 9.719, 9.339], [3.810, 16.848, 15.653], [0.395, 11.972, 7.409], [9.415, 14.279, 7.324], [2.788, 13.621, 18.312], [7.222, 17.518, 6.978], [-0.953, 11.151, 8.258], [4.013, 12.768, 5.074], [3.858, 13.936, 10.165], [6.502, 20.195, 13.096], [6.363, 15.548, 4.912], [0.890, 9.641, 7.653], [-0.507, 18.575, 7.510], [6.100, 16.190, 7.178], [2.822, 16.082, 17.876], [6.236, 12.172, 13.775], [2.182, 13.234, 6.483], [4.309, 17.307, 6.131], [1.945, 17.211, 10.084], [4.352, 13.446, 3.061], [2.595, 13.568, 2.673], [3.921, 16.654, 8.809], [-4.534, 17.814, 11.539], [-0.893, 17.001, 12.037], [7.665, 11.646, 16.020], [3.430, 15.310, 6.016], [5.956, 18.232, 11.975], [5.660, 14.411, 14.265], [3.801, 9.134, 15.220], [8.203, 17.532, 10.524], [1.494, 21.858, 8.511], [-2.835, 15.888, 12.505], [9.047, 14.941, 10.820], [8.012, 12.178, 10.279], [2.396, 19.673, 7.450], [2.466, 11.536, 14.773], [6.231, 19.337, 5.118], [1.905, 15.788, 5.243], [2.964, 15.282, 8.463], [7.904, 12.463, 13.934], [2.590, 11.286, 12.002], [9.711, 12.627, 11.011], [2.855, 14.693, 14.275], [3.734, 12.367, 12.881], [7.348, 15.668, 15.855], [7.812, 16.600, 5.096], [2.770, 11.199, 7.864], [2.625, 11.826, 4.335]], "total_energy_ha": -2556.55847, "smiles": "C1CCOC1.C1CCOC1.C1CCOC1.C1CCOC1.C1CCOC1.C1CCOC1.C1CCOC1.C1CCOC1.C1CCOC1.C1CCOC1.C1CCOC1", "e_lumo_ev": 0.5, "relative_energy_kj_mol": 476.0, "gap_ev": 9.72, "charge": 0}

# 3
{"formula": "C3H4F2S2", "method": "wB97M-V/def2-TZVPD", "elements": ["S", "S", "F", "F", "C", "C", "C", "H", "H", "H", "H"], "positions_angstrom": [[0.445, -0.144, 1.488], [1.537, -2.553, 0.268], [0.697, 0.259, -1.615], [-1.330, -0.517, -0.515], [0.747, -1.200, 0.202], [-0.070, -0.817, -1.029], [-0.418, 1.417, 0.903], [-1.464, 1.410, 1.120], [0.356, 2.491, 1.291], [-0.161, 1.250, -0.332], [-0.341, -1.596, -1.779]], "total_energy_ha": -1112.70582, "e_lumo_ev": -0.5, "relative_energy_kj_mol": 265.4, "gap_ev": 8.72, "charge": 0}

# 4
{"formula": "C6H7Cl", "method": "wB97M-V/def2-TZVPD", "elements": ["Cl", "C", "C", "C", "C", "C", "C", "H", "H", "H", "H", "H", "H", "H"], "positions_angstrom": [[-2.722, -0.490, 0.177], [0.238, -0.150, 0.141], [-0.677, 1.714, 0.232], [-0.228, -0.077, -1.326], [0.522, 1.256, 0.622], [-1.179, 0.286, -0.187], [0.961, -1.402, 0.658], [0.196, 0.798, -2.046], [1.890, -1.576, 0.244], [1.065, -1.250, 1.783], [0.290, -2.316, 0.332], [-0.495, -1.073, -1.703], [1.342, 1.660, 1.019], [-1.206, 2.620, 0.053]], "total_energy_ha": -692.87700, "smiles": "C[C@]12C=C[C@@]1(Cl)C2", "e_lumo_ev": 1.0, "relative_energy_kj_mol": 281.5, "gap_ev": 9.67, "charge": 0}